C84H188N8O18 | ωB97M-V/def2-TZVPD

The geometry in XYZ format:
```
298
Properties=species:S:1:pos:R:3:forces:R:3:lowdin_charge:R:1
C 3.64377 -3.50615 -1.17394 0.803 2.028 0.412 -0.192
C 2.58214 -3.35153 -2.21021 0.805 -0.992 -1.944 -0.204
O 2.73995 -2.26298 -3.15301 -0.317 -0.108 0.668 -0.096
O 3.70845 -2.39131 -0.24971 0.537 -0.135 -0.200 -0.103
H 4.65846 -3.46914 -1.62248 -0.574 -0.376 0.049 0.137
H 3.49414 -4.43750 -0.66471 -0.035 -0.641 0.425 0.111
H 1.60611 -3.37596 -1.75123 -0.495 0.546 0.046 0.103
H 2.63584 -4.24976 -2.87292 -0.129 0.245 0.676 0.138
H 3.56029 -1.76173 -3.02406 -0.112 -0.178 0.379 0.072
H 2.91903 -2.19950 0.29751 0.237 -0.791 -0.071 0.041
C 6.24647 -6.74211 1.17798 0.125 -0.821 -0.973 -0.253
C 5.52318 -6.60833 2.43373 -2.516 1.307 2.041 -0.203
O 4.45988 -5.58957 2.31268 0.231 -2.522 -0.580 -0.083
O 6.89592 -7.98374 1.36525 -0.901 -0.121 1.180 -0.036
H 6.99479 -5.96161 1.13526 0.075 0.500 -0.481 0.120
H 5.54106 -6.70238 0.31028 0.648 -0.134 0.497 0.139
H 6.21939 -6.43091 3.25202 0.060 0.688 0.057 0.131
H 4.98505 -7.46843 2.81884 0.073 -0.642 -0.817 0.123
H 4.75010 -4.80728 2.71190 0.946 2.333 0.892 0.015
H 7.41556 -8.21948 0.63875 1.226 -0.418 -1.761 0.058
C -2.58107 4.11508 2.71021 1.773 -0.460 -0.251 -0.190
C -3.07568 3.11400 1.60444 -0.074 1.834 2.439 -0.241
O -4.35833 3.55328 1.25623 -0.777 -0.070 -1.106 -0.095
O -2.43780 5.51969 2.30439 -1.334 -2.183 -0.738 -0.086
H -1.56658 3.80594 3.01137 -0.405 0.023 0.029 0.081
H -3.22689 4.05083 3.57092 -0.406 0.003 0.340 0.109
H -3.04455 2.09523 2.03100 -0.021 0.244 -0.247 0.105
H -2.45634 3.23748 0.76800 1.249 -0.355 -1.272 0.086
H -4.40681 3.44736 0.26736 -0.119 -0.251 0.762 0.048
H -3.19561 5.49400 1.68845 0.226 1.047 0.031 0.067
C -1.28891 -0.52207 -5.16522 -1.468 -0.697 -0.996 -0.241
C -0.00276 -1.29986 -5.00523 0.641 2.071 -0.845 -0.283
O 0.03424 -1.82162 -3.73151 1.450 -0.505 1.614 -0.080
O -1.23476 0.70310 -4.44027 0.098 -0.883 1.033 -0.101
H -2.21218 -1.10754 -4.84616 1.127 0.401 -0.267 0.135
H -1.43003 -0.26870 -6.22325 0.031 0.006 0.205 0.104
H 0.77022 -0.48543 -5.12850 -0.301 -0.732 0.076 0.137
H 0.20502 -2.01167 -5.80113 -0.375 -0.392 -0.087 0.120
H 0.99537 -1.84527 -3.44021 -1.245 -0.038 -0.397 0.068
H -0.96382 0.35194 -3.56338 -0.063 0.821 -0.284 0.098
C 0.68215 -1.16928 -0.07729 0.607 1.639 0.189 -0.067
C 0.72189 -2.21761 0.97782 -2.540 -1.134 1.036 -0.354
O 1.84150 -2.24328 1.82166 -0.174 0.860 0.048 -0.094
H 1.70731 -1.02559 -0.45303 -0.494 -0.146 -0.526 0.057
H 0.42769 -0.14495 0.28726 -0.182 -0.757 -0.074 0.090
H -0.02425 -1.49175 -0.85639 0.361 0.330 0.052 0.084
H 0.69631 -3.16691 0.45922 -0.027 -0.562 -0.397 0.082
H -0.28111 -2.24339 1.57318 1.572 0.306 -0.719 0.123
H 1.76951 -3.09645 2.32906 0.584 0.650 -0.359 0.035
C 7.51004 -2.16427 2.99557 0.147 0.458 -0.107 -0.077
C 6.45949 -2.24965 1.96469 -1.695 0.720 0.449 -0.297
O 5.24562 -2.73994 2.61579 0.118 0.046 -1.103 -0.106
H 7.50990 -3.08291 3.53673 0.257 -0.602 0.672 0.070
H 7.26268 -1.32487 3.62305 0.076 0.136 0.639 0.075
H 8.47695 -1.98015 2.55759 0.434 0.003 -0.158 0.079
H 6.68859 -2.91649 1.17084 0.405 -0.587 -0.906 0.099
H 6.24567 -1.24203 1.57220 0.069 -0.349 -0.178 0.103
H 4.61327 -2.78129 1.86819 -0.034 0.122 0.564 0.058
C -6.02108 -2.14113 5.53925 -0.361 -0.783 -0.099 -0.026
C -5.12415 -3.15722 4.71417 -0.943 -0.303 0.534 -0.474
C -5.52536 -3.19973 3.21899 0.108 -1.562 0.644 -0.162
C -5.15281 -1.97420 2.50215 0.500 1.479 -1.252 -0.199
C -3.62530 -1.83071 2.52245 -0.586 0.532 0.663 -0.132
C -3.12588 -1.69721 3.97504 -0.317 -0.528 -0.923 -0.464
N -3.65953 -2.91206 4.72794 0.689 0.632 0.410 -0.037
O -3.24330 -2.81515 6.12869 -0.944 0.951 -0.800 -0.033
C -1.56741 -1.69987 3.98334 -1.236 0.258 1.590 -0.026
C -3.60482 -0.34367 4.45168 0.726 0.313 1.597 -0.032
C -5.36845 -4.59078 5.34102 -0.424 1.100 0.000 -0.035
H -6.99862 -2.61860 5.76026 0.525 -0.053 -0.222 0.080
H -6.31559 -1.23372 4.99283 0.528 -0.138 0.296 0.063
H -5.59540 -1.93407 6.53594 0.091 0.197 -0.630 0.086
H -4.92933 -4.02645 2.76808 -0.669 0.102 0.233 0.120
H -6.60148 -3.39803 3.12510 0.237 -0.189 0.139 0.131
H -5.60021 -1.12747 3.02349 -0.068 0.222 -0.322 0.095
H -5.53324 -1.94870 1.45324 0.197 -0.147 0.662 0.113
H -3.27467 -0.95594 1.96395 -0.092 -0.092 0.060 0.102
H -3.18968 -2.69835 2.09214 0.489 -0.977 -0.619 0.097
H -1.16450 -0.98129 3.27403 -0.042 0.046 -0.065 0.075
H -1.29291 -1.39850 5.01362 0.239 0.000 -0.509 0.084
H -1.15293 -2.68174 3.83053 0.098 -0.482 -0.361 0.052
H -4.65205 -0.13861 4.48425 -0.675 -0.270 -0.257 0.054
H -3.26989 -0.20548 5.47920 0.094 0.098 0.193 0.091
H -3.15681 0.45580 3.88295 0.355 0.194 -0.393 0.074
H -6.46068 -4.86403 5.34914 1.034 0.373 -0.241 0.092
H -5.04883 -4.54277 6.39793 0.029 -0.324 -0.546 0.077
H -4.80709 -5.32022 4.74920 -0.009 -0.040 0.332 0.070
H -2.55795 -3.46343 6.22573 0.468 -0.631 -0.181 0.052
C -2.18888 3.91655 -8.48275 -1.339 -0.535 0.330 -0.048
C -0.85720 3.61711 -7.81019 0.541 0.457 1.038 -0.503
C 0.30336 4.24696 -8.58562 -1.038 1.885 0.898 -0.177
C 1.58067 4.27156 -7.84083 -0.015 -0.993 2.143 -0.173
C 1.38463 5.07834 -6.51112 1.052 -0.450 -1.340 -0.116
C 0.35407 4.49170 -5.58298 -0.939 -1.755 -0.891 -0.524
N -0.87368 4.23718 -6.41438 -0.227 0.140 -0.599 -0.052
O -1.94008 3.71533 -5.63150 -0.153 1.197 -0.442 -0.046
C 0.82046 3.22022 -4.82310 -1.268 1.669 1.583 -0.021
C 0.03672 5.48867 -4.49695 -1.576 0.636 0.190 -0.052
C -0.69405 2.10129 -7.82889 0.544 0.150 0.003 -0.035
H -3.02174 3.34534 -7.93134 1.150 0.866 -0.919 0.103
H -2.13574 3.54752 -9.53077 -0.181 0.277 0.580 0.091
H -2.46643 4.98766 -8.47427 0.348 -0.508 0.005 0.091
H 0.52445 3.74874 -9.47292 -0.356 -1.053 -1.805 0.098
H 0.04842 5.29665 -8.83721 -0.099 -0.411 -0.014 0.135
H 2.36211 4.58927 -8.51217 0.483 0.576 0.185 0.108
H 1.82115 3.21172 -7.59003 0.145 0.575 0.032 0.112
H 1.07510 6.09063 -6.79269 0.187 0.029 0.186 0.122
H 2.32658 5.08734 -5.96238 0.115 0.383 0.031 0.119
H 1.35392 3.66407 -3.94177 0.527 -1.131 -0.882 0.082
H -0.09228 2.84673 -4.32416 0.384 -0.134 -0.318 0.063
H 1.24814 2.40698 -5.37264 0.708 -0.184 -0.219 0.060
H -0.40182 6.42455 -4.93477 0.480 -0.718 0.431 0.112
H -0.72106 5.06469 -3.77964 0.763 0.404 -0.652 0.090
H 0.96155 5.69318 -3.96235 -0.048 0.247 0.128 0.057
H -1.54201 1.68014 -7.34870 -0.910 -0.584 0.451 0.047
H 0.18290 1.74390 -7.26014 -0.145 0.110 -0.668 0.082
H -0.73595 1.78675 -8.88706 0.406 -0.182 0.549 0.102
H -1.80124 2.79599 -5.42703 0.607 -1.018 0.115 0.044
C -2.07100 -5.15465 -1.50760 0.675 1.145 0.273 -0.036
C -3.60279 -5.18890 -1.49032 0.027 -0.589 0.465 -0.541
C -4.10789 -3.79984 -1.81460 -1.101 -0.329 0.282 -0.139
C -5.63522 -3.74064 -1.82869 -0.483 0.103 -0.449 -0.175
C -6.18829 -4.71728 -2.87650 0.334 1.007 -0.643 -0.148
C -5.69936 -6.14036 -2.66564 0.836 -0.897 0.775 -0.467
N -4.17987 -6.08039 -2.50179 -0.686 -0.199 -1.508 -0.083
O -3.72134 -7.40029 -2.27949 0.503 -0.865 -0.350 -0.052
C -6.39899 -6.73655 -1.39634 -1.765 0.609 -1.874 -0.033
C -6.07228 -7.06642 -3.89475 2.418 0.091 0.184 -0.035
C -3.96664 -5.55333 -0.05297 -0.670 -1.458 0.234 -0.038
H -1.68582 -4.89748 -2.50026 -0.087 -0.020 0.013 0.079
H -1.52836 -6.07309 -1.16923 -0.762 0.767 -0.013 0.090
H -1.85073 -4.24255 -0.82415 0.183 -1.659 -0.965 0.106
H -3.80020 -3.15967 -1.01794 0.639 0.720 0.464 0.101
H -3.69920 -3.47255 -2.76339 0.099 0.197 -0.207 0.125
H -5.94908 -2.70256 -2.03461 0.010 -0.362 -0.194 0.099
H -6.10012 -3.96543 -0.86688 0.355 -0.006 0.185 0.095
H -5.85934 -4.29110 -3.85119 -0.154 -0.676 0.270 0.130
H -7.27905 -4.72502 -2.89062 -0.055 0.052 0.044 0.117
H -7.48439 -6.69940 -1.70581 0.811 -0.621 0.422 0.101
H -6.09769 -7.74596 -1.15376 0.106 -0.126 -0.023 0.080
H -6.38905 -6.09624 -0.54111 0.366 0.222 0.464 0.042
H -5.41348 -6.78118 -4.77427 -0.819 -0.177 0.910 0.096
H -5.82414 -8.14464 -3.66993 -0.500 1.133 -0.110 0.087
H -7.10627 -6.95340 -4.18116 -0.324 0.004 0.073 0.067
H -4.93378 -5.16545 0.24719 0.058 0.143 0.171 0.050
H -3.21873 -5.18428 0.62485 0.323 0.195 0.402 0.055
H -4.03133 -6.66836 0.06379 0.242 0.948 -0.081 0.107
H -3.32251 -7.72884 -3.12214 -0.511 0.805 0.902 0.124
C 3.65940 7.01266 -2.36829 0.856 1.589 1.744 -0.022
C 2.67183 7.31857 -1.20331 1.969 0.571 -0.879 -0.505
C 1.54040 8.06105 -1.88733 -1.909 -0.226 0.925 -0.110
C 0.26028 7.97313 -0.96202 1.891 0.023 -0.766 -0.141
C -0.02157 6.51739 -0.73109 -1.680 -0.877 -0.316 -0.162
C 1.03921 5.80672 0.07744 -0.197 0.094 -0.327 -0.506
N 2.26257 6.00579 -0.72726 -0.272 -1.084 1.047 -0.066
O 3.32552 5.41819 0.01562 0.251 0.239 0.137 -0.049
C 1.10060 6.31278 1.54514 -0.288 -0.623 -0.686 0.000
C 0.73030 4.29880 0.11258 0.655 -0.303 0.206 -0.007
C 3.44649 8.19808 -0.17507 0.184 1.513 -3.081 -0.010
H 4.48678 6.37617 -2.14581 0.243 -0.833 0.570 0.058
H 4.16019 7.93940 -2.65430 -0.393 0.160 -0.413 0.085
H 3.07259 6.62804 -3.12276 -0.846 -0.982 -1.974 0.039
H 1.83897 9.08286 -2.15559 -0.013 -0.210 0.235 0.127
H 1.27139 7.53884 -2.81454 0.112 0.183 0.121 0.092
H -0.59817 8.45270 -1.39621 -0.285 0.424 -0.148 0.105
H 0.50820 8.40217 0.00830 -0.261 0.435 -0.005 0.100
H -0.21321 5.94593 -1.68324 0.398 0.658 0.686 0.118
H -0.96691 6.45107 -0.18318 -0.024 -0.171 0.115 0.117
H 1.75468 5.60709 2.04676 0.334 0.148 0.511 0.060
H 1.48530 7.34049 1.62089 -0.393 -0.321 0.267 0.082
H 0.10006 6.12602 1.99568 0.571 0.660 -0.235 0.093
H 1.49248 3.70656 0.66820 -0.284 0.556 -0.460 0.074
H -0.21616 4.08034 0.59964 -0.293 0.292 0.058 0.066
H 0.68028 3.91636 -0.90418 0.039 -0.081 -0.125 0.081
H 4.17862 8.85243 -0.79181 -0.923 -1.194 1.060 0.113
H 4.00285 7.55836 0.44007 0.834 -0.328 1.241 0.050
H 2.84115 8.94914 0.28617 -0.560 0.043 0.939 0.065
H 3.29814 5.87072 0.88467 0.199 -0.409 -0.420 0.078
C -4.91413 3.55302 -3.84719 1.033 0.596 1.185 -0.004
C -4.82449 3.74363 -2.28729 0.250 -1.624 -1.139 -0.518
C -6.25828 3.79673 -1.85438 -1.483 0.478 0.023 -0.141
C -6.99055 2.42147 -1.87672 -1.020 1.206 1.078 -0.161
C -6.28139 1.42724 -0.94562 -0.626 -0.784 -1.942 -0.127
C -4.81437 1.24723 -1.39525 0.031 0.544 -0.047 -0.464
N -4.22152 2.64291 -1.47674 1.532 -0.610 0.135 -0.056
O -2.79558 2.55439 -1.84621 -1.226 0.701 1.676 -0.021
C -4.15551 0.36296 -0.31711 -0.991 0.444 1.112 -0.033
C -4.71860 0.49549 -2.74710 -1.060 0.595 -0.049 -0.002
C -4.00842 4.98443 -1.98835 0.059 0.650 0.954 -0.018
H -5.65657 2.82214 -4.09661 -0.190 -0.288 -0.360 0.051
H -3.94686 3.34063 -4.30066 -0.059 -0.067 -0.075 0.069
H -5.24030 4.53712 -4.17792 -0.003 -0.084 -0.439 0.088
H -6.30485 4.19801 -0.83267 -0.286 0.232 -0.239 0.123
H -6.75758 4.46257 -2.61863 0.182 -0.330 1.276 0.140
H -7.05661 2.12469 -2.90398 0.057 -0.671 -0.480 0.077
H -8.08120 2.57961 -1.57242 1.439 -0.164 -0.167 0.134
H -6.76036 0.41374 -1.00387 0.279 0.767 0.036 0.133
H -6.39361 1.75655 0.07157 0.390 0.241 0.520 0.111
H -3.08335 0.33739 -0.35736 0.565 -0.490 -0.497 0.075
H -4.35429 0.74806 0.70998 -0.128 0.042 -0.693 0.076
H -4.67055 -0.63686 -0.33042 0.881 0.745 -0.228 0.084
H -5.17519 -0.48796 -2.59388 0.842 -0.242 -0.125 0.077
H -5.37823 0.93381 -3.49342 -0.046 0.244 0.054 0.063
H -3.73354 0.53794 -3.22977 -0.078 -0.689 0.415 0.074
H -4.03553 5.26785 -0.90526 -0.121 -0.266 -0.777 0.095
H -4.34811 5.83161 -2.56959 -0.413 0.227 -0.058 0.087
H -2.96316 4.87592 -2.25711 0.091 -0.342 -0.039 0.071
H -2.76079 1.91195 -2.52977 0.152 -0.920 -1.331 0.025
C 0.81809 -7.29666 3.30779 1.823 0.628 -0.125 -0.012
C 0.10701 -5.92742 3.19677 -0.497 0.282 0.335 -0.480
C -1.22917 -5.98473 3.99651 -0.439 0.284 0.451 -0.121
C -0.82494 -6.08413 5.46936 -1.120 -1.081 -0.483 -0.198
C -0.07274 -4.88639 5.93428 -0.838 -0.117 0.644 -0.164
C 1.23079 -4.62214 5.21703 -0.479 1.116 -0.977 -0.477
N 0.87777 -4.76206 3.74068 -0.527 -0.497 0.870 -0.060
O 1.95730 -4.48854 2.90206 1.474 -1.761 0.451 -0.076
C 1.54223 -3.13598 5.46083 0.613 0.611 0.106 -0.035
C 2.40297 -5.40227 5.77438 0.622 -0.137 -0.792 -0.016
C -0.21251 -5.59734 1.73190 -0.494 0.706 1.111 -0.029
H 1.94871 -7.23896 3.11827 -1.478 0.099 -0.069 0.104
H 0.40275 -7.99594 2.60138 -0.141 -0.264 -0.325 0.081
H 0.75343 -7.73018 4.29666 -0.113 -0.114 0.082 0.056
H -1.90949 -5.07215 3.84786 1.103 -1.074 -0.064 0.129
H -1.82686 -6.88858 3.72811 0.510 0.588 -0.130 0.129
H -0.18543 -6.96845 5.57368 -0.067 0.203 0.171 0.092
H -1.67327 -6.32889 6.13937 0.162 0.453 -0.378 0.125
H 0.05393 -5.12483 6.95796 1.092 0.059 1.378 0.115
H -0.71117 -4.00166 6.03530 0.115 0.141 -0.803 0.103
H 0.88441 -2.50826 4.82189 0.504 -0.305 0.542 0.065
H 1.32496 -2.95480 6.54197 0.192 0.154 -0.778 0.104
H 2.62618 -2.86116 5.28878 -1.178 -0.332 -0.032 0.101
H 2.81663 -4.89216 6.64401 -0.400 -0.255 0.328 0.092
H 2.19658 -6.44658 5.95267 -0.101 -0.328 0.312 0.079
H 3.24375 -5.35735 5.07802 -0.025 -0.084 -0.272 0.077
H 0.63752 -5.77591 1.12319 0.685 -0.471 -0.824 0.069
H -0.38826 -4.50154 1.66348 -0.441 -0.849 0.022 0.072
H -1.08047 -6.20506 1.44737 0.250 0.310 -0.284 0.085
H 2.63801 -5.24146 2.90680 -0.865 1.153 -0.093 0.109
C 2.77668 0.03564 4.28667 0.419 -0.876 -0.149 -0.039
C 3.10035 1.53898 4.12219 -0.691 -0.177 0.282 -0.492
C 2.27376 2.03408 2.93817 -0.105 0.761 -1.086 -0.153
C 0.78475 2.03757 3.26328 0.874 -0.022 -0.080 -0.179
C 0.59298 3.02592 4.38823 0.871 -0.404 0.864 -0.133
C 1.36973 2.71111 5.71533 0.257 -1.751 -0.903 -0.495
N 2.77094 2.43265 5.26641 0.304 0.133 0.468 -0.082
O 3.68493 2.29242 6.36205 -0.134 -1.124 0.210 -0.047
C 1.33488 3.92959 6.58469 -0.242 0.801 1.570 -0.065
C 0.67675 1.54499 6.53847 -0.661 0.367 -1.468 -0.017
C 4.59414 1.63390 3.79375 -0.458 -0.250 -2.007 -0.029
H 3.22861 -0.28849 5.21116 0.396 -0.367 0.436 0.068
H 3.24106 -0.55742 3.46462 -0.107 0.502 0.556 0.087
H 1.75468 -0.36817 4.33523 0.033 0.869 -0.103 0.052
H 2.53404 3.05752 2.56624 0.178 -0.486 0.760 0.121
H 2.46528 1.42840 2.04542 0.073 -0.372 0.251 0.117
H 0.47338 1.00949 3.43418 -0.352 0.038 0.351 0.093
H 0.26104 2.39948 2.39532 -0.423 0.075 -0.456 0.083
H -0.42746 3.12835 4.67317 -0.959 0.239 0.155 0.090
H 0.96986 3.98138 4.00016 -0.192 0.032 0.301 0.122
H 0.29006 4.33399 6.76271 1.148 -0.304 -0.764 0.110
H 1.65858 3.68919 7.60653 0.102 -0.166 -0.184 0.076
H 2.06233 4.67392 6.25535 -0.448 0.223 -0.283 0.090
H 1.17113 1.32703 7.51422 -0.381 0.168 -0.845 0.084
H -0.35097 1.96895 6.67625 0.686 -0.627 0.459 0.085
H 0.53258 0.62806 5.89533 0.361 0.783 0.876 0.068
H 4.62598 1.26186 2.73658 0.204 0.368 0.582 0.087
H 5.30602 0.99119 4.28936 -0.164 -0.095 0.807 0.072
H 4.93931 2.65735 3.77173 0.079 0.288 0.214 0.085
H 3.74043 1.35316 6.71998 -0.613 1.258 -0.873 0.116
C 7.48176 0.97249 -2.85452 1.596 -0.469 -0.328 -0.042
C 6.72277 1.44833 -1.64981 0.095 0.264 0.144 -0.550
C 6.72211 2.95658 -1.60164 0.252 2.320 1.237 -0.126
C 5.84191 3.71250 -2.65543 -0.429 -3.126 1.057 -0.147
C 4.45347 3.18389 -2.31759 -1.095 -0.449 -2.559 -0.143
C 4.37126 1.64546 -2.62165 -0.382 0.252 0.380 -0.410
N 5.31816 1.01694 -1.63462 -0.927 1.121 -0.406 -0.102
O 5.26576 -0.34247 -1.87799 0.266 -2.122 -0.290 -0.059
C 2.94109 1.04280 -2.22068 1.220 -0.026 0.100 -0.003
C 4.64741 1.32289 -4.13992 -0.404 0.907 0.114 -0.018
C 7.37295 0.88119 -0.36941 0.235 -0.421 -0.012 -0.034
H 8.57514 0.97419 -2.69189 -0.340 0.435 0.176 0.099
H 7.29425 1.54694 -3.74299 -0.017 0.268 -0.251 0.057
H 7.30535 -0.06223 -3.07742 -0.525 -0.567 -0.113 0.076
H 6.30962 3.21988 -0.54178 0.784 -0.057 -1.746 0.152
H 7.76214 3.36279 -1.69293 -0.597 -0.610 0.391 0.129
H 6.06175 3.39782 -3.67668 0.382 0.368 0.046 0.096
H 5.88696 4.75515 -2.55154 0.314 1.395 0.160 0.074
H 3.66975 3.66007 -2.96309 0.479 -0.206 0.548 0.117
H 4.23652 3.40974 -1.30246 -0.456 -0.004 0.926 0.088
H 2.87578 -0.03170 -2.49987 -0.025 0.953 0.045 0.047
H 2.96793 1.05671 -1.11954 -0.417 0.145 -0.275 0.080
H 2.05008 1.57213 -2.60841 0.678 -0.006 0.082 0.074
H 4.58643 0.25549 -4.30497 -0.207 -0.257 -0.097 0.068
H 3.89525 1.86085 -4.76220 0.115 -0.560 0.509 0.086
H 5.59943 1.64552 -4.58301 -0.239 -0.060 0.568 0.054
H 6.69537 0.95534 0.48690 -0.187 -0.142 -0.227 0.071
H 8.27634 1.42067 -0.03629 -0.162 -0.173 -0.597 0.090
H 7.63169 -0.18316 -0.57007 -0.094 0.610 0.421 0.087
H 5.15763 -0.80260 -1.03328 -0.315 0.267 0.049 0.088
```
Forces are in eV/Å.

Properties
Kohn-Sham gap	8.41	eV
2S+1	1
DFT total energy	-5105.19459	Eh